No. 1
C49H42GeMnNO2P2Se as an isolated structure in a non-equilibrium geometry, computed with the ωB97M-V functional and the def2-TZVPD basis.

Structure (XYZ):
```
99
Properties=species:S:1:pos:R:3:lowdin_spin:R:1
H -5.976 -0.753 1.004 0.000
P -1.239 -1.470 -0.338 0.002
H 2.386 6.849 3.244 0.000
H -2.360 -3.355 -2.304 0.000
H -3.964 -0.144 -0.255 0.000
H 1.085 -3.036 0.220 -0.002
C 1.657 -3.528 -4.825 0.000
H -0.236 -3.643 -5.824 0.000
C -0.664 -3.038 -1.026 0.000
C -0.532 5.671 4.460 0.000
C 5.933 -0.967 3.443 0.001
H 1.430 2.462 -3.088 0.000
H 6.117 -0.424 4.362 0.000
C 2.090 1.693 1.247 0.077
H 3.433 -3.165 -3.676 0.000
H 1.270 4.204 -4.834 0.000
C -2.797 -1.779 0.531 0.000
C 0.642 2.427 -3.828 0.000
C -1.359 2.285 -5.746 0.000
C -5.077 -2.443 1.957 0.000
C -0.082 0.743 3.226 0.013
H 2.078 -4.370 -5.352 0.000
H -1.193 -1.715 -4.633 0.000
H 2.483 -1.229 -2.490 0.000
C -3.944 -1.008 0.394 0.000
C 2.422 -2.855 -3.889 0.000
C -0.443 3.326 -5.769 0.000
C -3.292 3.193 -0.910 0.000
C 0.359 -3.118 -5.094 0.000
H -2.017 0.523 -4.730 0.000
H -1.823 3.331 -2.458 0.000
O 0.972 0.506 -1.559 0.012
H 0.758 -6.259 -2.564 0.000
H -1.998 0.603 -1.317 0.000
C -0.436 -1.505 4.840 0.003
H 2.378 4.639 2.159 0.000
Se 3.166 -1.097 0.293 -0.103
C 0.582 -1.375 -3.472 0.000
C 0.516 4.044 3.039 -0.007
C -1.394 -3.724 -1.990 0.000
O -0.215 -0.878 0.567 0.017
N 6.758 -1.964 3.191 -0.005
H 0.523 7.516 4.708 0.000
C 1.888 -1.772 -3.217 0.000
H -5.978 -2.711 2.488 0.000
C 0.553 3.400 -4.808 0.000
H -1.878 -3.444 1.509 0.000
C -2.002 3.143 -1.409 0.000
C 1.564 4.924 2.813 0.000
H -2.122 2.214 -6.507 0.000
C -0.880 -4.883 -2.539 0.000
C -2.458 2.692 1.279 0.001
Mn 1.408 0.307 0.414 0.975
C -0.939 2.861 -0.563 0.001
Ge 0.331 2.324 2.069 0.006
C -1.159 2.625 0.788 0.005
H 2.985 2.220 1.593 0.007
H -0.578 -2.375 5.466 0.000
P -0.024 0.080 -2.581 0.002
C 0.519 6.545 4.239 0.000
H 1.566 -1.145 5.513 0.000
C 0.352 -5.363 -2.120 0.000
C -5.080 -1.347 1.111 0.000
C -3.921 -3.194 2.113 0.000
H 1.876 0.841 4.086 0.001
H 0.077 2.851 -0.947 0.001
C 6.582 -2.669 2.089 0.001
H -0.507 4.077 -6.542 0.000
C 4.878 -0.618 2.610 -0.004
C -1.292 1.323 -4.754 0.000
H -1.351 5.966 5.096 0.000
C -0.184 -2.039 -4.423 0.000
H -2.380 -0.769 -2.400 0.000
C 0.765 -0.815 4.868 0.001
H -1.439 -5.418 -3.290 0.000
C 5.566 -2.411 1.181 -0.006
C -2.786 -2.864 1.399 0.000
C 1.054 -4.708 -1.122 0.000
C -1.625 -0.337 -1.746 0.001
H -2.389 -1.616 3.965 0.000
C 0.545 -3.549 -0.568 -0.002
H -3.902 -4.039 2.782 0.000
C 1.567 6.169 3.417 0.000
H -2.078 0.349 2.542 0.000
C -1.277 0.036 3.200 0.003
H -4.111 3.430 -1.573 0.000
C -3.521 2.965 0.438 0.000
C 0.940 0.294 4.060 0.009
C 4.689 -1.366 1.457 -0.009
H 1.997 -5.097 -0.768 0.000
C -0.287 1.394 -3.796 0.000
H -2.627 2.549 2.338 0.000
H 5.443 -3.013 0.295 0.000
H -4.524 3.014 0.838 0.000
H 4.207 0.195 2.853 0.001
C -0.530 4.424 3.867 -0.001
H 7.276 -3.484 1.929 0.000
C -1.453 -1.078 4.002 0.002
H -1.346 3.737 4.050 0.000
```

- charge = +1
- gap between HOMO and LUMO (alpha / beta) (eV) = 6.94 / 7.46
- multiplicity = 2
- HOMO energy (alpha / beta) (eV) = -10.659 / -10.627

No. 2
A 3-piece molecular cluster, C5H14N2O overall in a non-equilibrium geometry, computed with the ωB97M-V functional and the def2-TZVPD basis.

Structure (XYZ):
```
22
Properties=species:S:1:pos:R:3:lowdin_charge:R:1
H 0.232 0.109 -2.824 0.083
C 0.246 -0.422 -1.874 -0.149
C -0.399 0.418 1.089 -0.167
N 1.359 -0.852 -1.336 -0.021
C -1.475 -0.649 1.018 -0.288
H -0.747 1.662 -1.764 0.069
H -0.730 1.338 1.554 0.099
O 0.953 2.236 -0.673 -0.098
H -0.332 -2.147 0.187 0.045
H -0.671 -2.382 1.763 0.065
H 1.353 -0.368 0.278 0.055
H 2.181 -0.533 -1.847 0.059
H -1.006 2.247 -0.209 0.066
C -0.301 1.637 -0.767 -0.195
H -0.688 -0.905 -1.608 0.066
N -1.054 -2.037 0.892 0.001
C 0.975 0.043 1.317 -0.134
H 1.632 1.580 -0.882 0.063
H -2.090 -0.567 1.923 0.115
H 1.104 -0.854 1.925 0.082
H -2.157 -0.413 0.194 0.103
H 1.613 0.859 1.643 0.080
```

- gap between HOMO and LUMO (eV) = 8.93
- HOMO energy (eV) = -8.145

No. 3
C26H50MnNP3Se as an isolated structure in a non-equilibrium geometry, computed with the ωB97M-V functional and the def2-TZVPD basis.

Structure (XYZ):
```
82
Properties=species:S:1:pos:R:3:lowdin_spin:R:1
C 3.700 3.350 -3.907 0.115
H 0.848 -2.962 3.205 0.000
H -0.622 1.852 3.810 0.001
Mn 0.026 -0.505 0.231 2.553
C 3.335 2.863 -6.275 0.176
C -2.383 -3.166 1.193 0.005
C 0.238 -0.544 -2.216 -0.001
H 4.144 0.165 0.945 0.000
H -4.536 -0.119 -0.241 0.000
C -0.731 -1.599 -1.687 -0.289
C 4.057 -0.518 0.093 0.021
C 2.173 1.589 -4.561 0.099
H 4.072 -2.812 1.403 -0.001
H 4.157 4.002 -3.144 0.005
C -1.385 1.244 -0.234 -0.081
H 2.433 -3.471 1.656 0.000
H -1.402 0.375 3.168 0.001
C -2.924 3.395 -1.245 0.004
H 0.301 2.470 -0.785 0.016
H -1.835 -1.384 -1.734 -0.007
H -1.078 4.459 -1.443 -0.001
C 1.692 0.134 3.438 -0.009
H -2.997 -0.909 0.255 0.004
H 1.706 2.866 2.912 -0.001
P 0.722 0.798 1.999 -0.009
C 3.019 -2.549 1.584 -0.003
P 2.496 -1.486 0.172 -0.025
H 2.099 -3.485 -1.177 0.000
Se 2.660 1.783 -1.764 1.184
H 3.558 3.059 -7.327 0.007
N -3.926 0.206 1.742 0.000
C -0.799 2.406 -0.692 0.009
H -2.870 -2.500 1.931 0.000
H -5.306 1.781 1.522 0.000
H -0.747 -3.762 3.399 -0.002
C -3.538 2.222 -0.822 -0.004
C -1.549 3.523 -1.137 -0.002
H -0.238 0.364 -2.628 0.000
C 2.447 1.860 -5.892 0.022
H 0.806 -0.170 -1.084 0.003
H 1.272 -0.815 3.792 0.000
H -2.524 -4.224 1.485 0.000
H 4.671 4.397 -5.514 -0.001
C 0.096 -4.346 0.453 0.000
H -5.051 -0.658 3.313 0.000
H -4.634 -1.804 1.974 0.000
H -5.904 -0.551 1.731 0.000
H -2.783 -3.008 0.172 0.000
C -3.577 0.028 0.273 0.005
C 2.856 2.256 -3.520 0.227
P -0.573 -2.785 1.187 -0.033
H -3.565 4.202 -1.614 0.000
H 1.667 0.834 4.289 -0.001
H 2.703 -2.119 -2.168 0.000
H 2.440 2.445 1.341 0.003
C 3.964 3.607 -5.255 0.008
H 4.090 0.075 -0.837 0.018
H 4.906 -1.219 0.085 0.000
H 1.068 -0.859 -2.893 -0.001
H -0.495 -5.159 0.902 0.000
H -0.465 -2.688 -1.787 -0.011
H -0.638 -1.982 3.544 0.000
H 3.836 -3.034 -1.121 -0.001
H 2.750 -0.031 3.192 0.000
C -0.234 -2.867 3.013 -0.011
H -3.614 2.294 1.902 0.000
C -2.788 1.190 -0.228 -0.007
C -4.403 1.567 2.113 0.000
C 1.500 2.477 1.902 0.003
H 1.963 1.276 -6.657 -0.001
H -4.618 2.130 -0.937 -0.001
C -0.827 1.273 2.895 0.011
C -4.952 -0.788 2.225 0.000
H 1.165 -4.484 0.675 0.000
C 2.808 -2.649 -1.216 -0.003
H -0.072 -4.348 -0.638 0.001
H 1.426 0.865 -4.282 0.004
H -3.009 0.040 2.217 0.001
H 0.839 3.195 1.395 0.000
H -4.646 1.547 3.186 0.000
H 2.961 -1.994 2.527 0.000
H -1.437 1.891 2.223 0.000
```

- charge = +3
- gap between HOMO and LUMO (alpha / beta) (eV) = 7.95 / 4.47
- multiplicity = 5
- HOMO energy (alpha / beta) (eV) = -16.418 / -16.001

No. 4
C24H51N2O3S6ScSi as an isolated structure in a non-equilibrium geometry, computed with the ωB97M-V functional and the def2-TZVPD basis.

Structure (XYZ):
```
88
Properties=species:S:1:pos:R:3:lowdin_charge:R:1
H -4.845 2.655 -1.830 0.104
H 3.563 -2.930 -1.022 0.064
H -1.760 -4.948 2.099 0.091
C -2.658 -3.056 1.498 -0.455
C -0.851 -3.963 -1.469 -0.475
C -0.082 4.230 -0.362 -0.607
O -2.548 1.771 0.476 -0.125
H -1.057 5.053 1.378 0.097
H -3.455 -3.689 1.112 0.096
H 1.103 -3.263 3.854 0.084
N 2.316 0.051 -2.918 0.023
H 2.153 1.171 2.291 0.064
C -3.908 1.974 -0.019 -0.604
H 1.347 5.840 -0.314 0.101
H 1.236 2.677 2.181 0.079
H 2.672 1.030 -4.736 0.135
H -1.209 3.723 -2.149 0.073
C -2.038 -3.023 -1.336 -0.484
H -2.969 -3.588 -1.399 0.102
Si -1.020 1.571 0.091 -0.092
C -4.594 2.874 0.993 -0.010
S 2.843 0.144 -0.278 0.668
H -2.068 1.239 3.156 0.098
H -1.711 -3.702 3.343 0.093
H 0.547 3.544 -2.306 0.087
S 0.034 -3.440 1.709 0.817
C 2.539 -4.069 2.421 -0.470
C 2.618 0.010 -4.351 -0.136
H -3.482 3.646 -1.324 0.078
H 1.357 -4.913 -0.218 0.058
H -0.779 -4.644 -0.621 0.063
H 3.806 -1.784 -4.340 0.123
H -4.141 -0.017 -0.839 0.068
H -1.226 6.029 -0.083 0.105
H -0.190 5.151 -2.309 0.103
H 3.287 -3.974 3.207 0.088
H -0.961 -4.553 -2.380 0.100
H 1.429 4.768 1.083 0.086
H 1.040 -0.938 3.098 0.061
C -1.616 -3.883 2.274 -0.442
S -0.593 0.289 -1.527 0.451
H -5.639 3.011 0.714 0.102
H 2.074 4.236 -0.479 0.091
H 5.172 -0.133 -1.530 0.137
H 2.687 -5.034 1.937 0.092
C -1.124 1.765 3.293 -0.001
C 3.928 -0.724 -4.569 -0.148
C 0.038 0.964 2.742 -0.564
C 1.334 1.746 2.731 -0.003
H -2.051 -2.295 -2.150 0.069
S 0.721 -3.054 -1.570 0.855
H -0.964 1.922 4.360 0.110
H 4.227 -0.644 -5.613 0.130
H 1.384 0.327 -2.619 -0.006
H 1.790 -0.494 -4.848 0.131
H -3.127 -2.339 2.173 0.082
H -4.561 2.426 1.986 0.093
H 0.452 -0.128 4.535 0.115
C 3.123 -3.667 -0.345 -0.502
C 4.999 -0.123 -3.677 -0.136
C 0.207 -0.340 3.494 -0.030
C -0.245 4.154 -1.871 -0.016
H -5.644 0.752 -0.316 0.101
C -3.847 2.621 -1.392 -0.018
N 4.513 -0.114 -2.293 0.032
C 3.231 0.010 -1.967 -0.740
H 5.240 0.896 -3.983 0.134
H 2.172 -4.937 -1.790 0.099
C 1.134 -3.970 3.025 -0.462
H -4.126 3.856 1.037 0.083
H 0.813 -4.944 3.395 0.101
H 5.915 -0.709 -3.701 0.132
C -1.203 5.008 0.298 -0.005
H 1.608 1.970 3.763 0.113
C -4.588 0.620 -0.077 -0.032
O -0.304 0.560 1.330 -0.338
S -2.095 -1.993 0.146 0.824
O -0.084 2.870 0.165 -0.141
H -0.701 -0.947 3.465 0.093
H -3.207 2.049 -2.066 0.078
Sc 0.558 -0.950 0.261 0.344
H 3.882 -4.432 -0.181 0.099
C 1.881 -4.302 -0.953 -0.490
C 1.276 4.800 0.004 -0.016
H -2.170 4.549 0.095 0.056
S 2.909 -2.760 1.207 0.813
H -4.515 0.119 0.889 0.085
H -1.198 2.740 2.812 0.091
```

- charge = +2
- gap between HOMO and LUMO (eV) = 8.58
- HOMO energy (eV) = -13.879